This record from the OMol25 dataset describes a molecular structure, C40H35Cl2InN9O2. The level of theory is ωB97M-V/def2-TZVPD.

Element x y z (Å)
In  0.23  0.26  -0.54
Cl  5.27  5.55  0.61
Cl  1.56  2.95  3.49
O  0.61  2.11  -1.89
O  0.68  1.90  0.85
N  -2.75  1.23  2.21
N  2.12  -0.60  -0.11
N  -1.78  1.35  -0.46
N  -2.29  1.44  4.35
N  -0.30  -0.89  1.44
N  2.05  -1.01  -2.97
N  0.83  -0.50  -2.71
N  -1.52  -1.17  -1.34
N  0.66  -1.18  2.34
C  -1.36  -1.61  1.78
C  2.23  3.32  1.93
C  2.67  -1.94  -2.09
C  1.38  -0.05  -4.84
C  1.93  -0.52  2.36
C  3.31  4.05  -0.51
C  -3.66  1.56  4.23
C  4.01  -3.77  -0.54
C  4.41  0.68  2.52
C  1.57  2.87  -1.71
C  2.40  -0.75  -4.25
C  2.45  -0.15  3.59
C  4.51  -5.25  -2.54
C  -3.85  1.56  -1.78
C  4.23  0.88  5.03
C  -1.09  -2.37  2.93
C  1.64  2.74  0.77
C  3.42  -2.67  0.04
C  -2.33  -3.14  -2.42
C  -2.64  -0.51  -1.74
C  0.21  -2.06  3.25
C  -2.78  0.85  -1.35
C  -1.80  1.25  3.11
C  -1.52  1.58  5.57
C  -4.83  0.96  -2.61
C  2.20  3.18  -0.46
C  -4.73  -0.35  -2.97
C  0.42  0.08  -3.83
C  3.88  4.51  0.64
C  2.72  -1.71  -0.70
C  3.70  0.45  3.70
C  3.23  -3.08  -2.66
C  -3.92  1.42  2.90
C  -1.37  -2.43  -1.67
C  3.32  4.16  1.87
C  3.87  0.34  1.29
C  2.63  -0.27  1.17
C  -3.44  -2.48  -2.86
C  3.92  -4.01  -1.91
C  -3.63  -1.12  -2.54
H  -5.49  -0.82  -3.58
H  1.86  -0.32  4.48
H  4.85  -5.05  -3.56
H  5.38  1.16  2.57
H  -0.45  -2.91  -1.36
H  -4.88  1.44  2.41
H  -5.67  1.55  -2.94
H  3.71  4.36  -1.47
H  -0.74  1.15  2.91
H  -4.18  -2.99  -3.46
H  -2.27  -1.54  1.21
H  -3.97  2.60  -1.48
H  -0.52  0.60  -3.86
H  3.12  -3.23  -3.73
H  3.74  4.55  2.79
H  3.78  1.83  5.33
H  -0.62  0.96  5.50
H  -1.23  2.62  5.73
H  -2.16  -4.18  -2.65
H  -2.11  1.24  6.41
H  3.35  -1.09  -4.63
H  4.54  -4.47  0.09
H  -4.29  1.72  5.08
H  4.43  0.54  0.38
H  4.00  0.15  5.81
H  -1.57  2.33  -0.63
H  5.37  -5.60  -1.97
H  5.31  1.02  5.00
H  0.85  -2.42  4.03
H  1.97  3.40  -2.59
H  1.34  0.33  -5.84
H  3.51  -2.54  1.11
H  -2.15  1.28  0.53
H  3.78  -6.06  -2.58
H  -1.75  -3.05  3.44

Output
E (Eh): -3299.00744
Orbital gap (Eh): 0.2504
Charge: +1